50
Properties=species:S:1:pos:R:3:forces:R:3 method="wB97M-V/def2-TZVPD" homo_energy_ev=-9.51 de_lowest_ev=0.3624 energy_ha=-1265.104454 multiplicity=1 smiles="CC1(C)O[C@@H]2O[C@H](COC(=O)c3ccccc3)[C@H]3OC(C)(C)O[C@H]3[C@@H]2O1"
C 1.4996 0.9932 -0.2941 0.015 -0.267 -0.418
H 1.2959 -0.9053 6.8193 -0.017 -0.012 0.075
H -2.0255 -1.0993 -0.1795 0.152 0.217 -0.043
H -0.9521 1.2744 -3.4036 0.056 -0.127 0.120
H -1.5669 3.1151 2.1231 -0.037 0.058 0.105
C 2.7489 -1.0074 5.2512 0.029 -0.011 0.049
H -0.0574 2.6696 1.3294 0.099 0.015 -0.004
C 0.7370 -0.0110 3.6091 0.140 -0.003 -0.089
H -3.5751 1.8503 1.6421 -0.045 0.001 0.094
O -0.0779 -0.9147 -0.3962 0.043 0.014 0.152
C 0.4909 -0.2402 4.9504 -0.056 -0.008 0.088
C -1.6635 0.6364 -1.4972 -0.184 -0.565 -0.102
O -1.2964 -0.7507 -3.4076 -0.026 -0.203 0.103
H -2.7116 0.4726 -1.7886 0.154 0.001 0.083
H -0.4884 -0.0388 5.3590 -0.078 0.010 0.024
H 0.5092 -3.5647 -3.1819 0.067 -0.117 -0.042
H -1.2600 -3.4027 -3.1669 -0.093 -0.101 -0.041
C -1.0892 2.9592 1.1612 -0.037 -0.460 -0.326
C -0.2095 -1.6149 -3.7331 -0.077 -0.647 -0.413
H 1.2933 0.9844 -2.7889 -0.095 -0.043 0.047
O 3.1951 -0.5785 1.0427 -0.076 0.035 0.027
H -0.0411 0.3500 2.9542 -0.060 0.050 -0.058
H 2.5338 1.1860 -0.6012 -0.160 0.006 -0.022
O -1.3945 0.5778 0.8134 0.035 0.152 0.040
C -1.8257 1.8657 0.3907 -0.366 0.430 0.413
C 2.2919 -0.0618 1.6535 0.228 0.056 -0.180
C 3.0027 -0.7876 3.9107 -0.070 0.063 -0.216
H -0.2913 -2.6923 -1.8646 -0.004 -0.023 0.046
H -3.8781 1.2584 0.0076 -0.090 -0.069 -0.058
H -1.1261 3.8770 0.5820 -0.046 0.138 0.005
O 0.9735 -0.9061 -3.4143 0.005 -0.135 -0.182
H -3.6575 2.9936 0.2845 -0.083 0.107 -0.006
C -0.8221 0.3989 -2.7494 0.091 0.690 0.094
H -1.1296 -2.4092 -5.5067 -0.081 -0.101 -0.062
C 0.9936 -0.2522 -1.0470 0.353 0.148 -0.209
C 2.0007 -0.2793 3.0884 -0.088 -0.089 0.288
C 1.4941 -0.7313 5.7716 -0.025 -0.004 0.021
O -1.4882 1.9367 -0.9862 0.207 0.251 -0.037
O 1.4345 0.8161 1.1062 0.026 0.035 0.306
C 0.6749 0.1255 -2.5083 -0.016 0.124 0.574
C -0.2136 -1.8943 -5.2365 0.008 0.283 0.522
H 0.8720 1.8578 -0.5164 0.129 -0.060 0.072
C -0.3210 -2.9125 -2.9282 0.051 0.503 -0.079
H 1.7838 -1.0114 -1.0490 -0.104 0.252 -0.088
H 0.6456 -2.5068 -5.4892 0.074 -0.113 -0.067
C -3.3422 2.0010 0.5924 0.469 -0.134 -0.209
H 3.5264 -1.3962 5.8919 0.063 -0.022 0.040
C -1.3084 -0.2752 -0.3012 -0.557 -0.384 -0.353
H -0.1551 -0.9557 -5.7803 0.004 0.088 -0.050
H 3.9705 -0.9997 3.4817 0.073 -0.030 -0.038



15
Properties=species:S:1:pos:R:3:forces:R:3 method="wB97M-V/def2-TZVPD" homo_energy_ev="-9.64 / -13.74" energy_ha=-3616.214464 multiplicity=3 charge=+1
C 0.3831 -0.3200 0.3890 3.567 3.369 -3.411
H 0.6947 2.4216 -1.5039 0.553 1.146 -0.878
H -1.3716 2.9312 -0.9474 -1.342 0.966 -0.032
H 2.3532 -1.2369 0.9454 -0.691 0.041 -0.912
S -1.0579 -2.1149 1.5038 -0.962 1.159 -0.883
H 1.1914 -3.3075 1.8924 -1.268 2.413 -0.979
N -1.1552 1.9935 -0.7282 -3.171 -1.052 1.765
Br -2.3072 -0.2972 -2.2358 -0.118 -0.236 0.460
C 0.6796 -2.3389 1.4371 -0.212 -3.120 1.280
C 0.1061 1.7900 -0.9215 0.835 0.947 -1.302
C -0.9222 -0.5915 0.6207 -5.030 -0.001 0.861
N 0.7808 0.8007 -0.3831 -0.279 -5.760 4.013
P -2.3455 0.7839 -0.2499 1.873 -0.768 -0.293
C 1.2589 -1.3445 0.8010 3.635 1.171 0.659
H 1.7117 0.8304 -0.6196 2.610 -0.277 -0.348



14
Properties=species:S:1:pos:R:3:forces:R:3 method="wB97M-V/def2-TZVPD" homo_energy_ev="-7.12 / -7.12" de_lowest_ev=3.7123 energy_ha=-574.024549 multiplicity=1 smiles="C=C/C(C)=C1C=P/1"
C 0.4229 -1.3517 2.4003 0.965 0.434 -0.083
H 1.0938 2.2394 -2.3017 -0.442 -1.011 1.045
C -1.3794 -0.5653 -0.4516 1.158 -0.938 2.758
C 0.7180 0.9823 -0.5511 -0.847 -0.053 -1.382
C -0.0940 -0.0134 0.1128 2.219 -0.666 3.800
H -0.9498 -1.3979 -1.0000 -1.083 -0.100 -1.099
C 0.4731 1.4652 -1.7620 2.052 1.871 -0.437
H -1.8039 0.2893 -0.9463 -0.915 -0.405 -0.654
C 0.4720 -0.4865 1.3047 -1.092 1.193 -1.862
H -1.9827 -1.0236 0.4389 0.708 1.097 -1.859
H -0.2743 1.1066 -2.3535 -2.326 -0.849 -1.412
H 1.6443 1.3137 -0.1854 0.912 0.225 1.426
P 1.7338 -0.2749 2.6370 -1.377 -1.138 -0.512
H -0.0739 -2.2833 2.6579 0.068 0.340 0.272



10
Properties=species:S:1:pos:R:3:forces:R:3 method="wB97M-V/def2-TZVPD" homo_energy_ev=-8.66 de_lowest_ev=4.8898 energy_ha=-355.460190 multiplicity=1
H 0.3263 -2.1544 -0.1882 -0.025 0.117 -0.042
N -0.6696 -0.9124 -1.4943 -0.041 0.083 -0.179
N 0.7307 -0.0624 0.1895 -0.372 0.168 0.372
H 1.7964 1.6556 1.2902 -0.105 -0.021 0.048
O 0.4094 1.9939 2.7582 0.223 -0.317 -0.544
N 0.0780 0.3555 1.1576 0.314 -0.197 -0.460
H -2.3336 -0.5133 -2.4448 0.111 -0.010 0.018
C -1.2496 -0.6517 -2.5545 0.185 -0.099 0.476
C 0.8346 1.4367 1.7919 -0.104 0.387 0.540
C 0.0775 -1.1476 -0.5054 -0.187 -0.109 -0.229